Entry 1:
Molecular formula: C3H7NO2
Method: DFT, the ωB97M-V functional and the def2-TZVPD basis

Calculated values
Relative energy (zero: lowest compared OMol25 entry of this formula, charge and spin)   0.711 eV
Frontier orbital gap   10.65 eV
E_HOMO   -9.9 eV

Element x y z (Å)
C 1.684 0.583 0.367
C 0.327 0.024 0.737
N -0.611 1.047 1.280
C -0.376 -0.605 -0.471
O -1.332 -1.342 -0.391
O 0.072 -0.191 -1.671
H 2.243 -0.276 -0.011
H 1.604 1.379 -0.371
H 2.165 0.970 1.257
H 0.397 -0.770 1.477
H -1.434 1.090 0.689
H -0.999 0.636 2.123
H -0.519 -0.633 -2.305



Entry 2:
Molecular formula: C15H14CsN4O2S2
Method: DFT, the ωB97M-V functional and the def2-TZVPD basis

Calculated values
Relative energy (zero: lowest compared OMol25 entry of this formula, charge and spin)   1.843 eV
Frontier orbital gap   3.17 eV
Total charge   -1
E_HOMO   -1.9 eV

Element x y z (Å)
Cs -0.365 -0.553 -0.935
C 5.186 -0.135 0.588
C 3.673 -0.138 0.451
N 3.022 -0.146 -0.682
N 3.682 -0.137 -1.846
C 3.112 -0.133 -3.067
N 4.001 -0.162 -4.110
S 1.494 -0.113 -3.409
C 2.912 -0.142 1.668
C 3.548 -0.139 2.932
C 2.792 -0.138 4.078
C 1.401 -0.132 3.974
C 0.856 -0.138 2.694
N 1.562 -0.148 1.584
H 5.701 -0.134 -0.372
H 5.512 -1.022 1.133
H 5.510 0.752 1.134
H 4.707 -0.137 -1.850
H 4.995 -0.130 -3.974
H 3.618 -0.125 -5.037
H 4.624 -0.137 3.012
H 3.272 -0.139 5.050
H 0.773 -0.127 4.853
H -0.222 -0.130 2.567
O -4.211 -2.658 -0.767
C -3.809 -1.491 -0.728
O -2.605 -1.136 -0.663
C -4.835 -0.377 -0.749
C -6.185 -0.683 -0.761
C -7.149 0.309 -0.763
C -6.746 1.638 -0.762
C -5.407 1.959 -0.755
C -4.425 0.962 -0.742
S -2.779 1.433 -0.703
H -6.447 -1.732 -0.763
H -8.200 0.045 -0.763
H -7.489 2.427 -0.765
H -5.080 2.989 -0.754



Entry 3:
Molecular formula: C27H18FeN6O3
Method: DFT, the ωB97M-V functional and the def2-TZVPD basis

Calculated values
Relative energy (zero: lowest compared OMol25 entry of this formula, charge and spin)   0.000 eV
Frontier orbital gap (spin up / spin down)   6.47 / 5.93 eV
Multiplicity   2
Total charge   +1
<S²>   0.76
E_HOMO (spin up / spin down)   -10.1 / -9.6 eV

Element x y z (Å)
Fe -0.667 -0.711 -0.041
C 1.505 -2.039 -3.531
C 1.839 -3.328 -3.154
C 1.454 -3.788 -1.905
C 0.741 -2.945 -1.070
N 0.416 -1.692 -1.443
C 0.788 -1.254 -2.641
C 0.282 -3.317 0.291
C 0.352 -4.568 0.883
C -0.195 -4.726 2.149
C -0.807 -3.657 2.788
C -0.841 -2.434 2.135
N -0.276 -2.296 0.938
C -1.476 -1.183 2.615
C -2.038 -1.034 3.871
C -2.578 0.192 4.225
C -2.534 1.233 3.314
C -1.959 1.006 2.075
N -1.444 -0.169 1.727
H 1.783 -1.643 -4.497
H 2.394 -3.970 -3.824
H 1.707 -4.789 -1.586
H 0.488 -0.245 -2.893
H 0.798 -5.406 0.368
H -0.163 -5.693 2.632
H -1.263 -3.786 3.758
H -2.053 -1.862 4.565
H -3.026 0.330 5.200
H -2.944 2.205 3.547
H -1.921 1.786 1.325
O 1.656 6.210 -1.978
N 0.711 5.482 -2.181
O -0.255 5.777 -2.851
C 0.734 4.139 -1.540
C 1.829 3.876 -0.797
C 1.983 2.625 -0.122
C 3.104 2.299 0.661
C 3.154 1.071 1.268
C 2.086 0.181 1.092
N 1.025 0.467 0.363
C 0.971 1.675 -0.242
C -0.191 1.960 -1.043
N -1.100 0.964 -1.100
C -2.202 1.121 -1.804
C -2.446 2.310 -2.498
C -1.536 3.337 -2.457
C -0.347 3.187 -1.707
H 2.599 4.630 -0.717
H 3.909 3.014 0.775
H 3.997 0.778 1.877
H 2.095 -0.795 1.562
H -2.865 0.260 -1.782
H -3.359 2.414 -3.069
H -1.725 4.250 -2.992
O -2.182 -1.448 -0.535



Entry 4:
Molecular formula: C4H5NO
Method: DFT, the ωB97M-V functional and the def2-TZVPD basis

Calculated values
Relative energy (zero: lowest compared OMol25 entry of this formula, charge and spin)   4.897 eV
Frontier orbital gap   10.77 eV
E_HOMO   -9.9 eV

Element x y z (Å)
C 1.918 -0.989 -0.131
N 1.686 -2.019 0.346
O 1.482 -3.102 0.832
H 1.907 0.013 -0.501
C 0.286 1.912 -0.516
C -0.610 1.170 -0.201
C -1.713 0.282 0.169
H 1.068 2.585 -0.794
H -1.887 0.303 1.249
H -2.633 0.599 -0.332
H -1.504 -0.753 -0.121



Entry 5:
Molecular formula: CH12Na6O9
Method: DFT, the ωB97M-V functional and the def2-TZVPD basis

Calculated values
Relative energy (zero: lowest compared OMol25 entry of this formula, charge and spin)   1.355 eV
Frontier orbital gap   5.10 eV
Total charge   +4
E_HOMO   -20.6 eV

Element x y z (Å)
Na -0.064 2.159 -2.217
Na 1.876 3.017 1.268
Na 3.670 2.053 -1.928
Na 3.768 0.739 0.789
Na 1.871 -2.811 -0.069
Na 2.025 -0.702 3.569
C 0.956 0.171 -0.089
O 1.197 -0.496 0.995
O 1.690 1.214 -0.466
O 0.036 -0.143 -0.868
O 1.303 -0.217 -3.504
H 0.805 -0.471 -2.716
H 1.781 -0.999 -3.803
O -1.683 -1.667 -2.901
H -1.344 -0.947 -2.370
H -2.645 -1.616 -2.865
O -1.571 -2.716 0.180
H -1.184 -1.890 -0.127
H -1.641 -2.645 1.140
O -1.325 -0.356 2.540
H -2.004 0.026 1.953
H -0.598 -0.583 1.950
O -0.202 2.133 2.524
H 0.094 2.395 3.405
H -0.641 1.259 2.659
O -2.420 0.961 0.416
H -1.863 0.415 -0.146
H -1.887 1.717 0.682



Entry 6:
Molecular formula: C20H38AsN2O7PtSSi
Method: DFT, the ωB97M-V functional and the def2-TZVPD basis

Calculated values
Relative energy (zero: lowest compared OMol25 entry of this formula, charge and spin)   0.904 eV
Frontier orbital gap   7.81 eV
Total charge   -1
E_HOMO   -5.6 eV

Element x y z (Å)
Pt 0.292 0.919 -0.368
O 1.354 4.417 -2.244
As 0.648 3.034 -3.051
O 0.065 3.467 -4.512
O -0.414 2.311 -1.970
C 2.065 1.702 -3.405
C 1.922 1.097 -4.650
C 2.749 0.053 -5.040
C 3.747 -0.402 -4.193
C 3.918 0.196 -2.953
C 3.080 1.232 -2.567
S 3.386 1.980 -0.984
O 4.487 1.281 -0.375
O 3.615 3.394 -1.226
O 2.105 1.829 -0.221
H 2.196 4.164 -1.812
H 1.148 1.475 -5.307
H 2.611 -0.403 -6.013
H 4.393 -1.218 -4.491
H 4.692 -0.124 -2.270
C -1.717 3.156 0.589
N -2.823 2.198 0.729
C -4.115 2.761 1.088
C -2.711 0.932 0.276
O -1.745 0.477 -0.383
N -3.826 0.117 0.409
C -3.861 -1.078 -0.425
C -4.541 -0.066 1.663
H -2.114 4.150 0.780
H -1.300 3.125 -0.417
H -0.926 2.955 1.314
H -4.111 3.816 0.825
H -4.328 2.694 2.157
H -4.909 2.267 0.530
H -3.252 -0.934 -1.310
H -4.898 -1.262 -0.713
H -3.485 -1.957 0.109
H -4.662 0.856 2.219
H -4.036 -0.789 2.308
H -5.535 -0.452 1.431
C 2.771 -0.649 1.560
Si 0.965 -0.770 1.027
C -0.005 -0.938 2.701
C -1.341 -1.652 2.514
C -0.288 0.484 3.206
C 0.798 -1.673 3.778
C 0.887 -2.414 -0.020
C -0.478 -2.634 -0.680
C 1.917 -2.278 -1.149
C 1.241 -3.655 0.806
H 3.058 -1.494 2.193
H 2.967 0.276 2.105
H 3.432 -0.626 0.697
H -1.900 -1.214 1.687
H -1.947 -1.574 3.428
H -1.208 -2.713 2.298
H -0.925 1.026 2.503
H 0.634 1.060 3.322
H -0.794 0.454 4.180
H 1.072 -2.682 3.468
H 0.203 -1.754 4.698
H 1.715 -1.136 4.024
H -0.760 -1.787 -1.307
H -1.269 -2.787 0.055
H -0.440 -3.529 -1.316
H 1.728 -1.390 -1.758
H 1.867 -3.156 -1.807
H 2.936 -2.212 -0.764
H 0.488 -3.871 1.567
H 2.205 -3.545 1.308
H 1.308 -4.536 0.153



Entry 7:
Molecular formula: C7H11NO
Method: DFT, the ωB97M-V functional and the def2-TZVPD basis

Calculated values
Relative energy (zero: lowest compared OMol25 entry of this formula, charge and spin)   1.441 eV
Frontier orbital gap   10.81 eV
E_HOMO   -10.0 eV

Element x y z (Å)
O 3.398 -1.256 2.974
C 2.389 -0.915 2.438
N 1.564 -0.535 1.651
C 0.608 -0.428 0.551
C -0.675 0.061 1.124
C -1.746 0.322 0.030
C -1.349 -0.304 -1.297
C 0.005 0.286 -1.709
C 1.040 0.516 -0.577
H 0.558 -1.448 0.011
H -0.303 1.036 1.395
H -1.150 -0.297 2.033
H -1.596 1.361 -0.192
H -2.779 0.154 0.432
H -2.047 0.023 -2.046
H -1.207 -1.322 -1.184
H -0.198 1.320 -2.075
H 0.482 -0.269 -2.595
H 2.044 0.160 -0.815
H 0.962 1.538 -0.147



Entry 8:
Molecular formula: C4H6FO4Zn
Method: DFT, the ωB97M-V functional and the def2-TZVPD basis

Calculated values
Relative energy (zero: lowest compared OMol25 entry of this formula, charge and spin)   0.015 eV
Frontier orbital gap (spin up / spin down)   7.75 / 9.49 eV
Multiplicity   2
<S²>   0.75
E_HOMO (spin up / spin down)   -7.2 / -9.9 eV

Element x y z (Å)
O 1.123 1.119 -0.760
C 1.947 0.115 -0.501
C 1.288 -0.973 0.351
O 0.501 -0.311 1.351
C -0.664 0.193 0.985
O -1.454 -0.665 0.403
O -0.975 1.348 1.270
C -2.415 -0.170 -0.538
H 2.020 -1.593 0.876
F 3.083 0.580 0.255
H 2.401 -0.339 -1.402
H 0.651 -1.605 -0.280
H -2.875 -1.056 -0.982
H -3.164 0.434 -0.014
H -1.914 0.432 -1.304
Zn 0.447 2.490 0.291



Entry 9:
Molecular formula: C21H48Br4N3O5V
Method: DFT, the ωB97M-V functional and the def2-TZVPD basis

Calculated values
Frontier orbital gap (spin up / spin down)   4.74 / 5.52 eV
Multiplicity   2
Total charge   -1
<S²>   0.75
E_HOMO (spin up / spin down)   -2.3 / -3.1 eV

Element x y z (Å)
O 1.302 0.518 -1.703
V 0.055 1.122 -0.878
O -0.785 1.983 -1.924
C 3.291 -0.850 2.602
C 2.537 -1.768 1.555
C 2.618 -3.208 2.039
C 1.713 -3.700 3.266
C 0.313 -3.201 3.049
C 0.068 -1.727 2.679
N 1.014 -1.418 1.559
O 0.835 -0.099 1.044
C 0.300 -0.901 4.058
C -1.403 -1.523 2.235
C 3.157 -1.726 0.180
H 4.257 -0.527 2.213
H 3.636 -1.319 3.523
H 2.776 0.066 2.889
H 3.644 -3.443 2.323
H 2.404 -3.878 1.206
H 2.055 -3.300 4.220
H 1.561 -4.775 3.164
H -0.155 -3.333 4.025
H -0.256 -3.859 2.394
H -0.325 -1.325 4.844
H 0.184 0.177 3.943
H 1.293 -1.058 4.478
H -1.509 -2.124 1.331
H -1.627 -0.471 2.055
H -1.949 -1.726 3.156
H 2.311 -1.848 -0.497
H 3.741 -2.621 -0.030
H 3.690 -0.781 0.069
Br -4.058 2.344 -3.766
C -3.260 3.615 -5.057
C -1.752 3.355 -5.069
Br -0.810 4.518 -6.316
H -3.575 4.628 -4.806
H -3.779 3.504 -6.009
H -1.442 2.310 -5.063
H -1.322 3.584 -4.094
Br 4.379 0.698 -4.981
C 4.617 -0.011 -3.181
C 5.539 -1.291 -3.342
Br 6.592 -1.680 -1.634
H 3.755 -0.274 -2.567
H 5.212 0.685 -2.589
H 6.253 -0.959 -4.095
H 5.057 -2.147 -3.814
C -2.982 -0.910 -2.955
C -2.800 -0.529 -1.452
C -3.783 -1.463 -0.578
O -5.059 -1.505 -1.109
C -6.014 -2.019 -0.229
N -1.400 -0.613 -1.013
H -3.947 -0.478 -3.220
H -3.167 -1.975 -3.091
H -2.247 -0.459 -3.621
H -2.995 0.543 -1.470
H -3.706 -1.143 0.461
H -3.420 -2.491 -0.571
H -5.701 -2.918 0.303
H -6.903 -2.307 -0.790
H -6.211 -1.330 0.592
H -1.396 -0.784 -0.018
H -1.136 -1.535 -1.331
C -1.779 3.661 2.266
C -0.924 3.328 1.061
C 0.567 3.265 1.369
O 1.268 2.916 0.221
C 2.722 2.790 0.344
N -1.426 2.016 0.779
H -2.837 3.851 2.088
H -1.451 4.604 2.703
H -1.664 2.899 3.037
H -1.104 3.964 0.195
H 0.766 2.538 2.157
H 0.877 4.229 1.773
H 3.036 1.963 0.981
H 3.148 3.743 0.657
H 3.184 2.463 -0.588
H -2.406 2.196 0.944
H -1.264 1.253 1.421



Entry 10:
Molecular formula: CH2N2O2S
Method: DFT, the ωB97M-V functional and the def2-TZVPD basis

Calculated values
Relative energy (zero: lowest compared OMol25 entry of this formula, charge and spin)   3.822 eV
Frontier orbital gap (spin up / spin down)   7.12 / 8.79 eV
Multiplicity   3
<S²>   2.02
E_HOMO (spin up / spin down)   -6.4 / -10.8 eV

Element x y z (Å)
C -0.960 -0.696 -0.144
N -2.036 -0.255 -0.400
N 0.095 1.155 0.676
O -3.020 1.095 1.501
O -0.955 1.927 0.189
S -2.502 1.451 0.220
H -0.298 -1.521 -0.112
H 0.847 1.279 -0.009



Entry 11:
Molecular formula: CH2O3S
Method: DFT, the ωB97M-V functional and the def2-TZVPD basis

Calculated values
Relative energy (zero: lowest compared OMol25 entry of this formula, charge and spin)   1.607 eV
Frontier orbital gap   11.77 eV
E_HOMO   -11.4 eV

Element x y z (Å)
O 1.380 -1.322 -0.234
S 0.808 0.007 -0.169
O 1.572 1.157 -0.481
C -0.949 0.013 -0.032
O -0.106 0.058 1.199
H -1.450 -0.945 -0.207
H -1.254 1.031 -0.076



Entry 12:
Molecular formula: C31H19Cl5MoN4O7S
Method: DFT, the ωB97M-V functional and the def2-TZVPD basis

Calculated values
Relative energy (zero: lowest compared OMol25 entry of this formula, charge and spin)   0.000 eV
Frontier orbital gap (spin up / spin down)   5.80 / 5.80 eV
Total charge   -2
E_HOMO (spin up / spin down)   -1.8 / -1.8 eV

Element x y z (Å)
Mo -0.601 -0.828 0.377
O 1.544 -1.204 -3.218
C 1.010 -0.843 -2.174
N -0.193 -1.185 -1.672
C -1.202 -1.730 -2.476
C -1.074 -2.063 -3.824
C -2.177 -2.505 -4.543
C -3.412 -2.617 -3.929
C -3.554 -2.303 -2.582
C -2.452 -1.877 -1.841
N -2.439 -1.619 -0.463
C -3.489 -1.907 0.310
O -4.660 -2.156 0.006
C -3.061 -2.095 1.730
C -3.979 -2.417 2.715
C -3.518 -2.705 3.982
C -2.152 -2.678 4.213
C -1.305 -2.323 3.180
N -1.747 -2.039 1.954
C 1.712 0.155 -1.312
C 2.873 0.794 -1.721
C 3.407 1.773 -0.909
C 2.767 2.085 0.285
C 1.625 1.394 0.626
N 1.121 0.445 -0.167
H -0.112 -1.958 -4.296
H -2.063 -2.749 -5.594
H -4.280 -2.943 -4.491
H -4.511 -2.379 -2.096
H -5.026 -2.434 2.446
H -4.208 -2.954 4.780
H -1.739 -2.908 5.186
H -0.244 -2.254 3.342
H 3.307 0.507 -2.668
H 4.306 2.302 -1.201
H 3.142 2.859 0.940
H 1.078 1.565 1.544
Cl 5.020 -2.556 3.950
C 3.674 -2.626 2.859
C 3.545 -3.675 1.961
Cl 4.737 -4.934 1.926
C 2.457 -3.727 1.078
Cl 2.267 -5.025 -0.047
C 1.492 -2.722 1.087
O 0.440 -2.666 0.334
C 1.626 -1.655 2.015
O 0.635 -0.782 1.996
C 2.700 -1.613 2.883
Cl 2.801 -0.290 3.998
C 1.929 6.397 0.434
C 1.104 5.276 -0.144
C 0.099 4.667 0.606
C -0.670 3.640 0.077
C -0.433 3.208 -1.221
C 0.568 3.795 -1.979
C 1.328 4.825 -1.441
S -1.387 1.856 -1.900
O -2.678 2.401 -2.245
O -0.592 1.367 -3.008
O -1.478 0.942 -0.739
H 1.898 6.386 1.525
H 1.559 7.372 0.103
H 2.973 6.321 0.123
H -0.072 4.985 1.629
H -1.411 3.130 0.683
H 0.759 3.417 -2.975
H 2.122 5.270 -2.033
Cl -1.707 0.812 2.022



no.,strongest force on any atom (hartree/bohr)
1,0.0211
2,0.0555
3,0.0153
4,0.0174
5,0.0550
6,0.0130
7,0.0589
8,0.0256
9,0.0772
10,0.0508
11,0.0718
12,0.0104